Record 1
Molecular formula: C37H56ClNO3P3Pt
Method: DFT, ωB97M-V/def2-TZVPD

The geometry in XYZ format:
```
102
Properties=species:S:1:pos:R:3
Pt -0.78254 0.70958 0.04322
C -1.83407 2.46517 3.65662
C -0.61362 1.55567 3.83134
C 0.62936 2.37179 4.21335
P -0.53599 0.26711 2.45800
C -1.75489 -0.88791 3.31050
C -2.75533 -1.70482 2.48843
C -1.04525 -1.82828 4.28629
C 1.17856 -0.27461 2.44574
C 1.84625 -0.72260 3.58973
C 3.13232 -1.22341 3.53884
C 3.85395 -1.68080 4.77666
C 3.72949 -1.31125 2.27949
C 3.10676 -0.84280 1.14384
C 1.83433 -0.25452 1.21029
N 1.21453 0.28759 0.07179
C 1.97871 0.74033 -1.01383
C 3.28287 1.24453 -0.89721
C 3.98523 1.64274 -2.01796
C 3.44960 1.55412 -3.30593
C 4.25350 1.93894 -4.51888
C 2.13861 1.12193 -3.41736
C 1.39149 0.77255 -2.29259
P -0.30663 0.20170 -2.23837
C -1.48110 0.95651 -3.47007
C -2.45567 1.95524 -2.84726
C -0.84439 1.57228 -4.71837
C -0.16384 -1.56456 -2.74600
C -0.04807 -1.70398 -4.26464
C 1.03141 -2.24360 -2.06761
H -1.90333 3.15875 4.49589
H -2.77346 1.91218 3.60403
H -1.76430 3.04397 2.73573
H -0.80709 0.89476 4.68072
H 0.62907 3.37090 3.78264
H 1.56906 1.88661 3.95142
H 0.62486 2.51329 5.29549
H -2.33393 -0.15942 3.87906
H -2.38148 -2.71240 2.31583
H -2.99533 -1.26490 1.53167
H -3.68177 -1.78841 3.05957
H -0.31095 -2.44166 3.76478
H -1.79428 -2.49013 4.72424
H -0.55397 -1.30811 5.10886
H 1.34703 -0.68045 4.54836
H 3.20487 -1.63797 5.65045
H 4.72490 -1.05402 4.97637
H 4.21048 -2.70620 4.66994
H 4.71038 -1.76402 2.18671
H 3.59752 -0.95683 0.18801
H 3.74403 1.32059 0.07761
H 4.98992 2.02982 -1.89090
H 5.31878 1.79252 -4.34639
H 4.10482 2.98926 -4.77823
H 3.96586 1.34309 -5.38477
H 1.69325 1.07055 -4.40146
H -2.06890 0.08287 -3.76764
H -1.97716 2.92423 -2.69945
H -2.85808 1.62946 -1.88928
H -3.28935 2.10940 -3.53372
H -0.16309 2.38468 -4.46423
H -1.63803 1.99066 -5.33962
H -0.30166 0.84916 -5.32451
H -1.08188 -2.03995 -2.40683
H 0.84671 -1.21260 -4.65199
H -0.91685 -1.33597 -4.80623
H 0.04650 -2.76842 -4.48571
H 1.96722 -1.88699 -2.50162
H 0.96395 -3.31999 -2.23109
H 1.07489 -2.06783 -0.99408
C -3.80144 0.71882 0.29733
O -2.62071 1.48859 0.39842
H -4.56293 1.30007 -0.23443
H -4.19508 0.47621 1.28909
H -3.66004 -0.21688 -0.25013
C -1.55188 4.06010 0.02154
P -0.18100 2.90818 -0.20946
C 0.70834 3.59805 -1.63157
C 0.94119 3.33342 1.13269
H -1.11133 5.03482 0.23856
H -2.18424 3.72205 0.83478
H -2.16929 4.12852 -0.87105
H 0.86160 4.64423 -1.35860
H 0.12887 3.55374 -2.55121
H 1.67045 3.12585 -1.79045
H 1.25007 4.37670 1.05140
H 1.81689 2.68645 1.13069
H 0.40003 3.18906 2.05867
Cl -3.12283 -7.45671 -1.93355
C -2.54710 -5.95886 -1.28319
C -1.44238 -5.96180 -0.44454
C -0.98286 -4.76137 0.06991
C -1.61510 -3.56728 -0.25887
C -2.72688 -3.58508 -1.09688
C -3.20125 -4.78049 -1.61112
C -1.06859 -2.28559 0.28972
O -0.26584 -2.27568 1.20708
O -1.54682 -1.21526 -0.28420
H -0.95301 -6.89524 -0.20375
H -0.12392 -4.73578 0.72753
H -3.23031 -2.65689 -1.33470
H -4.06739 -4.80703 -2.25747
```

Properties
energy relative to the best compared isomer or geometry (same formula, charge and spin) = 230.7 kJ/mol
HOMO = -9.757 eV
M = 886.312 g mol⁻¹
net charge = +1
DFT total energy = -3327.4010 Eh
maximum force = 0.019 Eh/bohr

---

Record 2
Molecular formula: C37H57GeN2O3PdSSi
Method: DFT, ωB97M-V/def2-TZVPD

The geometry in XYZ format:
```
103
Properties=species:S:1:pos:R:3
Pd -0.14323 0.41237 0.31650
C 1.84040 -0.50279 -2.18944
C 2.68270 -0.96118 -1.01700
C 2.67423 -2.47584 -0.89682
C 4.09275 -0.40344 -1.09309
O 2.02595 -0.39052 0.17243
Si 2.44330 -0.37860 1.76737
S 0.46844 0.05143 2.57754
O 3.49299 0.74368 2.21918
C 3.57768 2.19123 2.27788
C 3.34172 2.75579 0.88796
C 4.98416 2.48876 2.76741
C 2.53891 2.70766 3.26182
O 2.93695 -1.84537 2.18627
C 3.69548 -2.33213 3.33326
C 3.47468 -3.83390 3.34907
C 5.15993 -1.99218 3.10629
C 3.16178 -1.68712 4.60316
H 2.26507 -0.86579 -3.12564
H 1.79779 0.58511 -2.23389
H 0.82497 -0.90566 -2.10690
H 3.05469 -2.91170 -1.82138
H 1.65623 -2.83836 -0.74042
H 3.29229 -2.81512 -0.06818
H 4.61128 -0.82782 -1.95351
H 4.66284 -0.65715 -0.19614
H 4.06802 0.68059 -1.20738
H 4.09063 2.38332 0.18782
H 3.40248 3.84537 0.91150
H 2.34969 2.47896 0.52071
H 5.71959 2.06663 2.08202
H 5.14177 2.05902 3.75722
H 5.14255 3.56577 2.82758
H 1.52587 2.55810 2.87728
H 2.67612 3.77787 3.42064
H 2.63189 2.20171 4.22343
H 3.82087 -4.27818 2.41545
H 2.41575 -4.06247 3.47339
H 4.02696 -4.28633 4.17308
H 5.50910 -2.43324 2.17134
H 5.76596 -2.39220 3.92005
H 5.30423 -0.91249 3.06406
H 2.09883 -1.90148 4.72613
H 3.30814 -0.60516 4.58351
H 3.69141 -2.08141 5.47078
C -0.38578 2.52338 0.18402
Ge -0.79430 3.25144 -1.56537
C -1.14999 5.15889 -1.43350
C -1.11954 5.93072 -2.59522
C -1.38968 7.29056 -2.54858
C -1.69102 7.89631 -1.33593
C -1.72255 7.14071 -0.17329
C -1.45305 5.77890 -0.22352
C 0.70952 2.94558 -2.77331
C 0.55798 2.36005 -4.02852
C 1.65865 2.14562 -4.85027
C 2.92588 2.51839 -4.42694
C 3.08952 3.12392 -3.18702
C 1.98774 3.33676 -2.37131
C -2.36104 2.35255 -2.32199
C -3.55018 3.04752 -2.53299
C -4.65480 2.41688 -3.09621
C -4.58380 1.07865 -3.45404
C -3.40591 0.36950 -3.24770
C -2.30724 1.00577 -2.68836
H -0.35626 3.09097 1.11005
H -0.87490 5.47108 -3.54748
H -1.36176 7.87867 -3.45678
H -1.89872 8.95776 -1.29808
H -1.95614 7.61153 0.77307
H -1.48499 5.20032 0.69305
H -0.42578 2.06509 -4.37629
H 1.52438 1.69205 -5.82422
H 3.78289 2.35241 -5.06710
H 4.07400 3.43857 -2.86245
H 2.12494 3.82298 -1.41177
H -3.61431 4.09758 -2.26884
H -5.56682 2.97547 -3.26469
H -5.43875 0.59165 -3.90661
H -3.34028 -0.67118 -3.54353
H -1.38381 0.44563 -2.55783
C -5.26449 0.78026 1.37984
C -5.00518 0.35994 -0.06214
N -4.26494 -0.89772 -0.18462
C -5.02578 -2.06615 -0.62879
C -5.92661 -2.63909 0.45411
C -2.94777 -0.93136 0.06531
C -2.21966 -2.24141 -0.03644
N -2.25375 0.12183 0.38425
H -5.79597 1.73190 1.39642
H -4.33840 0.90188 1.94187
H -5.87339 0.04099 1.89905
H -4.47433 1.13954 -0.61588
H -5.95050 0.21754 -0.58440
H -4.33779 -2.82484 -0.99136
H -5.62001 -1.75428 -1.49056
H -5.34508 -2.94564 1.32488
H -6.46179 -3.50925 0.07393
H -6.66789 -1.90896 0.77985
H -2.12398 -2.54913 -1.07940
H -2.73384 -3.03366 0.50587
H -1.22275 -2.12380 0.38432
H -2.77191 0.98999 0.39172
```

Properties
energy relative to the best compared isomer or geometry (same formula, charge and spin) = 0.0 kJ/mol
HOMO (spin up / spin down) = -10.354 / -11.135 eV
M = 817.057 g mol⁻¹
multiplicity = 5
net charge = +1
DFT total energy = -4671.6548 Eh
maximum force = 0.002 Eh/bohr